Record 1
The following is a DFT calculation (the ωB97M-V functional and the def2-TZVPD basis) of a cluster of 5 separate species, C25H18F32NO10PS in total at a distorted geometry.

Structure (XYZ):
```
88
Properties=species:S:1:pos:R:3
S 0.69 4.40 0.51
P -1.81 0.87 1.64
F -9.31 0.28 -1.08
F -10.58 2.01 -1.34
F -7.26 -2.58 6.06
F -9.72 -2.59 -4.45
F -4.08 -3.18 1.46
F -7.58 -2.80 1.71
F 12.46 1.00 -0.59
F 3.47 -0.05 -2.57
F 5.95 0.02 -3.46
F -7.08 -2.48 -3.73
F -7.49 -1.92 4.02
F 3.81 2.74 -1.81
F -8.82 -0.65 -4.77
F 11.43 -0.93 0.91
F -7.88 -4.72 3.32
F 1.91 0.82 -1.33
F -7.82 2.54 -1.54
F -5.45 -4.65 2.26
F 5.18 1.26 -5.76
F -7.75 1.30 -3.33
F -9.35 -3.83 4.65
F 3.87 1.88 -4.14
F 12.10 1.71 1.80
F 12.59 0.08 3.15
F -6.39 -3.42 0.01
F 10.18 -1.13 2.67
F 12.20 2.93 -1.56
F 9.42 2.51 -1.54
F 3.91 2.05 0.23
F 7.39 1.49 -4.15
F -7.50 -0.96 -2.24
F 10.31 2.70 0.41
O -2.34 1.36 3.09
O -5.80 -3.28 4.58
O 0.43 -1.62 1.01
O -2.40 -0.65 1.46
O 9.66 0.69 -0.34
O -10.46 0.56 -2.98
O 5.46 1.37 -1.16
O 2.14 -0.21 1.13
O 3.32 1.01 2.65
O -2.23 1.74 0.54
N 0.71 2.79 2.78
C 4.11 1.67 -1.05
C 6.15 1.35 -3.60
C 5.14 1.95 -4.59
C -9.24 -1.50 -3.81
C -6.35 -2.73 1.18
C -8.06 -1.96 -2.95
C 2.34 0.78 2.09
C 10.26 1.90 -0.68
C 10.69 -0.22 1.78
C -5.13 -2.66 3.48
C -10.42 -0.86 -3.06
C 3.22 0.46 -1.35
C 11.62 1.72 -1.35
C -8.57 2.03 -2.55
C 0.97 1.49 2.24
C -7.14 -2.98 4.77
C 0.79 -0.55 1.27
C 11.56 0.75 2.58
C -5.28 -3.32 2.10
C -8.05 -4.19 4.55
C 0.67 3.57 1.84
C 6.21 2.00 -2.21
C -9.72 1.19 -1.99
C 9.48 0.39 1.04
C 0.01 0.67 1.76
H 9.05 1.23 1.59
H 7.24 1.90 -1.88
H 11.51 1.22 -2.31
H -11.31 -1.12 -3.64
H -4.07 -2.75 3.74
H -10.58 -1.32 -2.08
H 6.03 3.08 -2.24
H -8.38 -2.75 -2.25
H -8.96 2.86 -3.15
H 10.98 1.23 3.38
H -7.84 -4.97 5.28
H -1.93 -1.05 0.71
H -5.32 -1.59 3.44
H 3.37 -0.33 -0.62
H 5.38 2.99 -4.80
H 8.71 -0.38 1.04
H -6.13 -1.69 0.94
H -2.45 2.33 3.11
```

As for the spin multiplicity: 1. The HOMO-LUMO gap comes out at 9.147 eV. The value obtained for the HOMO energy is -10.57 eV. Its total charge is 0.

Record 2
The following is a DFT calculation (the ωB97M-V functional and the def2-TZVPD basis) of a cluster of 2 separate species, C3H10SSi in total at a distorted geometry.

Structure (XYZ):
```
15
Properties=species:S:1:pos:R:3
S -1.64 -3.31 1.27
Si 1.07 0.41 -0.69
C 0.36 0.17 1.19
C -0.30 -0.16 -1.92
C -0.61 0.76 1.95
H 1.83 1.53 -1.15
H 0.09 0.03 -2.97
H -0.98 -2.42 1.86
H 2.02 -0.75 -0.56
H -0.71 0.44 2.97
H -0.62 -4.15 1.03
H -1.32 1.58 1.66
H 0.94 -0.39 1.96
H -0.55 -1.20 -1.67
H -1.24 0.40 -1.89
```

As for the spin multiplicity: 1. The SMILES is C=C[SiH2]C.S. The HOMO-LUMO gap comes out at 10.469 eV. The value obtained for the HOMO energy is -9.64 eV. Its total charge is 0. As for the energy above the lowest of the compared OMol25 structures with the same formula, charge and spin: 28.5 kcal/mol.

Record 3
The following is a DFT calculation (the ωB97M-V functional and the def2-TZVPD basis) of a structure of composition C32H29F3N6O5PPbS.

Structure (XYZ):
```
78
Properties=species:S:1:pos:R:3
Pb 0.01 2.15 -0.81
S -1.46 4.30 -1.91
P 1.14 -2.42 1.42
F -4.15 5.65 -2.52
F -2.72 7.09 -1.77
F -4.77 7.13 -1.08
O 2.50 5.36 0.88
O 1.32 -0.76 -0.46
O 0.48 -1.64 0.05
O -2.19 0.41 1.61
O -1.92 0.89 -1.21
N 0.66 1.98 -3.11
N -2.03 3.56 0.52
N -2.88 0.30 -3.17
N -1.80 -0.92 1.44
N -2.58 -1.24 -1.47
N 1.98 1.58 -7.02
C -0.19 -3.46 1.98
C 2.64 -0.29 2.28
C -3.40 5.38 -0.32
C -4.08 5.42 0.89
C 1.56 1.71 -5.76
C 2.41 -3.96 -0.46
C 1.56 2.96 -5.10
C 1.12 3.04 -3.81
C 1.08 0.60 -5.02
C 3.66 -3.46 1.57
C 0.66 0.78 -3.73
C 2.59 0.54 4.53
C -3.73 4.53 1.89
C 0.09 -4.84 2.00
C -3.77 6.34 -1.44
C -1.79 -1.56 2.54
C 1.96 4.53 0.35
C -0.81 -5.72 2.57
C 1.63 -0.40 4.88
C 1.65 -1.22 2.61
C -2.36 4.43 -0.48
C 2.51 -3.32 0.78
C -2.69 3.61 1.65
C -1.97 -5.25 3.15
C 3.10 0.59 3.24
C 1.16 -1.28 3.92
C 4.71 -4.24 1.11
C -2.25 -3.89 3.14
C -1.39 -2.98 2.54
C 3.47 -4.73 -0.91
C -2.45 0.00 -1.94
C 4.61 -4.87 -0.13
H 3.06 -0.27 1.28
H 1.52 -3.86 -1.07
H 3.87 1.31 2.99
H -2.13 -1.09 3.46
H 3.41 -5.22 -1.87
H 5.44 -5.47 -0.48
H 2.32 2.37 -7.54
H 1.27 -0.46 5.89
H 5.60 -4.36 1.71
H -0.59 -6.78 2.58
H 0.31 -0.06 -3.15
H 3.73 -2.98 2.53
H 1.92 3.85 -5.60
H 2.97 1.22 5.29
H -4.23 4.54 2.84
H -4.87 6.15 1.04
H -2.41 2.89 2.41
H -2.87 1.26 -3.46
H 1.98 0.69 -7.49
H 1.06 -0.39 -5.46
H -3.08 -1.96 -1.96
H -3.17 -3.52 3.59
H 1.01 -5.21 1.59
H -3.37 -0.37 -3.74
H -2.24 -1.42 -0.53
H -2.28 0.72 0.69
H -2.67 -5.93 3.62
H 1.12 4.00 -3.30
H 0.44 -2.04 4.21
```

As for the spin multiplicity: 1. The HOMO-LUMO gap (alpha / beta) comes out at 6.552 / 5.214 eV. The value obtained for the HOMO energy (alpha / beta) is -15.93 / -15.93 eV. Its total charge is +3. As for the energy above the lowest of the compared OMol25 structures with the same formula, charge and spin: 68.5 kcal/mol.

Record 4
The following is a DFT calculation (the ωB97M-V functional and the def2-TZVPD basis) of a cluster of 10 separate species, C40H110N10O10 in total at a distorted geometry.

Structure (XYZ):
```
170
Properties=species:S:1:pos:R:3
O -2.94 3.20 1.75
O -1.77 -5.12 -0.01
O -0.37 0.64 -0.02
O 2.18 3.84 -4.30
O 4.34 2.79 -0.62
O -2.84 2.83 -2.22
O 1.87 -3.14 -4.49
O 1.32 2.96 6.81
O -4.46 -0.73 -0.55
O 1.34 -2.92 4.40
N 3.55 -2.12 -2.23
N -4.21 -3.52 -1.39
N -1.79 -0.08 -2.79
N -0.25 3.45 -7.18
N 0.37 -2.92 -0.56
N 1.44 4.07 4.21
N -2.34 -7.26 2.92
N 6.74 1.29 0.04
N -4.02 2.36 5.25
N 3.02 -3.92 2.40
C 3.40 -1.56 -3.49
C -1.63 0.62 -5.09
C -2.18 4.44 1.78
C 4.49 -2.02 -4.44
C 1.07 3.40 -5.05
C -2.68 0.92 3.74
C 0.83 2.84 4.51
C 0.88 4.08 -6.45
C -6.29 -4.08 -0.24
C -1.69 3.59 -1.87
C 5.64 3.17 -0.98
C 0.63 -3.40 -5.14
C 1.79 1.66 4.29
C 5.73 0.91 -2.22
C 6.47 1.89 -1.26
C -3.34 -5.10 2.62
C -4.29 0.51 0.12
C 2.38 -2.08 3.90
C -2.78 2.22 -3.49
C -1.06 -2.04 1.23
C -1.37 -5.87 1.09
C -1.92 -5.87 -1.17
C -0.52 -1.79 -0.18
C 0.33 -0.53 -0.36
C 2.14 3.22 -3.01
C -5.45 -2.99 -0.94
C -5.23 -1.83 0.06
C 0.23 -2.13 4.87
C 4.47 -1.95 2.57
C 2.00 -1.75 -4.10
C 0.44 1.77 0.27
C -3.76 3.06 2.92
C 0.23 2.79 5.93
C -2.65 -6.26 1.87
C -3.08 2.33 4.10
C 0.61 5.59 -6.34
C 3.53 -2.94 3.32
C 3.65 3.68 0.25
C 0.98 3.74 8.01
C -1.70 1.08 -3.62
H 1.44 3.70 -2.31
H -5.67 -4.49 0.62
H -1.75 0.17 -1.79
H -1.38 -1.13 1.71
H -4.24 3.96 3.22
H 1.36 0.69 4.63
H -3.57 0.36 3.46
H -0.47 3.61 5.92
H 3.41 -3.12 -2.32
H 0.00 2.67 3.81
H -1.41 -1.73 -0.81
H 4.74 0.64 -1.86
H -2.74 -6.67 -1.09
H 1.19 -0.64 0.31
H 3.57 -0.50 -3.29
H 5.38 -2.51 2.38
H 0.51 -2.69 -5.97
H -1.53 4.27 -2.70
H -3.79 -3.03 -2.17
H -3.94 1.21 -0.60
H 0.50 -2.86 -1.56
H -7.17 -3.62 0.25
H 0.55 -1.52 5.76
H -0.26 1.84 6.16
H -4.51 2.34 2.61
H -1.96 4.13 -0.99
H -2.74 -4.69 3.43
H -3.48 0.55 0.84
H 2.21 4.20 4.85
H -3.17 -7.37 3.48
H 0.65 -0.53 -1.39
H -1.11 3.97 -7.01
H 3.13 3.31 -2.55
H -0.95 -0.23 -5.13
H -2.15 0.39 4.55
H 0.77 5.88 -5.32
H -0.05 -3.84 -0.37
H 1.79 4.02 -7.08
H -2.58 0.18 -5.36
H -0.81 -6.80 0.76
H -6.59 -4.88 -0.91
H 5.55 3.74 -1.89
H 0.14 3.46 -4.46
H -0.12 -1.43 4.10
H 0.71 -4.39 -5.59
H 2.64 3.28 0.38
H -1.88 -2.76 1.33
H -1.92 0.94 2.91
H 0.45 4.67 7.72
H 0.32 3.25 8.69
H 1.94 -1.10 -4.97
H -0.76 -5.21 1.73
H 6.32 0.01 -2.28
H -2.51 4.95 0.87
H -0.26 2.54 0.61
H 1.17 -1.45 -3.43
H -0.27 -3.30 -4.51
H 4.89 -3.01 -4.19
H 1.21 2.34 -5.33
H -5.20 0.86 0.59
H 5.32 -1.31 -4.34
H -2.39 5.06 2.64
H -3.53 -3.40 -0.63
H 2.10 1.62 3.22
H 0.03 3.58 -8.16
H -1.11 4.32 1.79
H 4.09 -3.41 4.11
H -1.27 1.36 -5.83
H -3.71 2.00 6.14
H 2.00 2.16 -3.01
H -2.66 -0.56 -2.95
H -2.11 -8.16 2.50
H 1.96 3.86 8.44
H 5.78 1.10 0.39
H -4.28 -5.47 3.05
H 1.33 6.20 -6.93
H -3.42 -6.59 1.13
H 7.41 2.24 -1.70
H 2.62 -3.47 1.58
H 5.65 1.44 -3.20
H -0.97 -6.29 -1.49
H -0.69 1.53 -3.42
H -6.09 -2.64 -1.75
H 2.64 -1.43 4.74
H -3.66 -4.36 1.87
H 4.75 -1.15 3.27
H -3.81 1.83 -3.63
H 3.63 4.74 -0.08
H -6.15 -1.34 0.38
H 0.88 4.88 4.37
H 2.30 -4.43 2.87
H -0.84 2.93 -1.71
H -2.31 -5.22 -1.94
H -0.60 -2.82 5.10
H 6.10 3.69 -0.14
H 2.03 -1.41 3.07
H 1.25 1.60 0.99
H 0.89 2.10 -0.66
H -4.70 -2.18 0.92
H -2.70 2.99 -4.28
H 4.01 -1.61 1.65
H 2.67 1.93 4.93
H -2.19 2.85 4.41
H 4.20 -1.96 -5.48
H -4.93 1.92 5.06
H 4.03 3.77 1.30
H 7.09 0.32 -0.10
H 2.94 -1.76 -1.53
H -0.36 5.85 -6.73
H -0.32 -2.47 1.89
```

As for the spin multiplicity: 1. The SMILES is COC[C@H](C)N.COC[C@H](C)N.COC[C@H](C)N.COC[C@H](C)N.COC[C@H](C)N.COC[C@H](C)N.COC[C@H](C)N.COC[C@H](C)N.COC[C@H](C)N.COC[C@H](C)N. The HOMO-LUMO gap comes out at 9.278 eV. The value obtained for the HOMO energy is -8.72 eV. Its total charge is 0. As for the energy above the lowest of the compared OMol25 structures with the same formula, charge and spin: 58.2 kcal/mol.